(1)
Here is C21H27N3O3 in the gas phase from the Open Molecules 2025 dataset. Energies are from ωB97M-V with the def2-TZVPD basis set.

```
54
Properties=species:S:1:pos:R:3:lowdin_charge:R:1
C -5.679 -1.958 1.970 -0.070
H -4.694 -1.920 2.427 0.059
H -6.086 -2.958 2.089 0.072
H -6.334 -1.246 2.466 0.074
C -5.565 -1.618 0.487 -0.176
N -5.092 -0.272 0.299 -0.112
C -3.813 0.166 0.232 -0.135
C -3.884 1.543 0.091 0.017
C -5.255 1.839 0.072 -0.345
N -5.960 0.725 0.189 0.134
C -5.905 3.170 -0.066 -0.041
H -5.601 3.648 -0.997 0.075
H -5.617 3.820 0.759 0.076
H -6.984 3.046 -0.063 0.074
H -3.071 2.239 0.032 0.106
C -2.655 -0.740 0.423 -0.382
O -2.598 -1.492 1.385 0.066
N -1.680 -0.697 -0.512 -0.035
C -1.651 0.136 -1.689 -0.148
H -2.609 0.640 -1.814 0.112
C -0.508 1.147 -1.578 -0.156
C 0.816 0.412 -1.381 -0.143
H 1.033 -0.189 -2.268 0.132
H 1.631 1.127 -1.252 0.115
C 0.728 -0.516 -0.161 -0.218
C 2.022 -1.315 -0.037 -0.312
O 2.022 -2.514 -0.219 0.100
C 3.253 -0.544 0.241 -0.114
C 3.206 0.668 0.940 -0.022
C 4.340 1.393 1.207 0.006
C 5.585 0.933 0.767 -0.265
C 5.646 -0.270 0.075 0.024
C 4.506 -1.020 -0.184 -0.185
C 4.659 -2.310 -0.922 -0.037
H 3.931 -2.392 -1.726 0.085
H 4.476 -3.145 -0.248 0.092
H 5.661 -2.402 -1.335 0.078
H 6.594 -0.650 -0.272 0.106
O 6.648 1.718 1.064 -0.073
C 7.934 1.301 0.669 -0.083
H 8.204 0.346 1.130 0.097
H 8.614 2.075 1.020 0.094
H 8.012 1.218 -0.419 0.097
H 4.297 2.319 1.757 0.119
H 2.265 1.041 1.313 0.112
H 0.569 0.084 0.739 0.146
C -0.467 -1.461 -0.321 -0.093
H -0.589 -2.078 0.571 0.133
H -0.306 -2.117 -1.182 0.141
H -0.469 1.759 -2.480 0.116
H -0.690 1.804 -0.725 0.113
H -1.479 -0.508 -2.561 0.133
H -6.543 -1.679 0.004 0.119
H -4.870 -2.307 -0.001 0.122
```

The total energy comes out at -1206.421801 a.u. The orbital gap comes out at 0.3456 Ha. The largest force on an atom comes out at 0.8 eV Å⁻¹. The SMILES is CCn1nc(C)cc1C(=O)N1CCC[C@H](C(=O)c2ccc(OC)cc2C)C1. The value obtained for the HOMO energy is -8.82 eV.

---

(2)
Here is C21H27N3O4S as an isolated structure at a distorted geometry from the Open Molecules 2025 dataset. Energies are from ωB97M-V with the def2-TZVPD basis set.

```
56
Properties=species:S:1:pos:R:3:lowdin_charge:R:1
C -9.311 -1.113 1.070 -0.054
O -8.299 -1.485 -0.025 -0.125
C -7.025 -0.875 0.010 -0.334
C -6.261 -1.391 -1.006 -0.027
C -4.993 -1.075 -1.175 0.033
C -4.584 -0.119 0.011 -0.013
C -5.493 0.218 1.145 0.000
C -6.731 -0.083 0.896 -0.151
H -7.397 0.245 1.734 0.142
H -5.017 0.946 1.760 0.102
N -3.263 0.610 0.008 -0.133
C -2.329 -0.129 -0.963 -0.052
H -2.390 -1.481 -0.995 0.209
C -0.805 0.099 -0.239 -0.175
N -0.590 1.412 -0.291 -0.047
C 0.298 2.149 -0.618 -0.689
O 0.497 3.220 -0.483 0.179
C 1.374 1.462 -1.564 -0.138
N 2.730 1.364 -0.950 -0.074
S 2.544 -0.075 0.198 0.878
O 2.016 -1.181 -0.841 -0.397
O 1.779 0.228 1.478 -0.342
C 4.308 -0.237 0.424 -0.303
C 4.822 0.136 1.717 -0.009
C 6.247 0.097 1.475 -0.041
C 7.118 -0.637 0.722 -0.299
C 6.450 -1.287 -0.459 -0.181
C 5.109 -0.776 -0.657 0.012
H 4.492 -1.307 -1.410 0.116
C 7.294 -1.781 -1.461 -0.073
H 7.770 -2.522 -1.205 -0.007
H 7.999 -1.082 -2.012 0.139
H 6.665 -1.984 -2.353 0.113
C 8.485 -0.949 0.922 -0.062
H 8.773 -0.492 1.914 0.093
H 9.106 -0.097 0.204 0.179
H 8.814 -1.867 0.726 0.033
H 6.711 0.281 2.900 0.201
H 4.241 0.573 2.318 0.020
H 2.759 2.190 -0.230 0.140
H 1.739 2.148 -2.281 0.118
H 0.963 0.642 -1.842 0.012
C -1.660 2.022 0.722 0.048
H -1.382 2.989 0.768 0.065
C -3.060 1.895 0.036 -0.189
H -3.549 2.227 0.738 0.056
H -2.923 2.210 -0.839 0.084
H -1.365 1.479 1.731 0.182
H -0.046 -0.398 -0.982 0.124
H -0.912 -0.351 0.780 0.135
H -2.229 0.217 -1.940 0.076
H -4.363 -1.168 -1.890 0.018
H -6.500 -1.964 -1.840 0.114
H -10.225 -1.708 0.841 0.077
H -8.903 -1.507 2.090 0.102
H -9.496 0.064 1.211 0.116
```

The total energy comes out at -1679.114560 a.u. The orbital gap comes out at 0.2684 Ha. The largest force on an atom comes out at 15.8 eV Å⁻¹. The value obtained for the HOMO energy is -7.25 eV.

---

(3)
Here is C21H27N3O6S2 in the gas phase at a distorted geometry from the Open Molecules 2025 dataset. Energies are from ωB97M-V with the def2-TZVPD basis set.

```
59
Properties=species:S:1:pos:R:3:lowdin_charge:R:1
C -1.823 -3.448 -0.510 -0.032
C -2.784 -2.329 -0.263 -0.213
C -4.083 -2.596 0.134 0.016
C -5.007 -1.588 0.354 -0.222
C -4.614 -0.248 0.231 -0.196
C -3.293 0.016 -0.130 -0.164
C -2.381 -0.998 -0.426 -0.195
C -1.001 -0.731 -0.926 -0.043
H -0.794 -1.368 -1.785 0.103
H -0.876 0.300 -1.226 0.047
H -0.263 -0.977 -0.163 0.067
S -2.617 1.687 -0.129 0.744
O -3.471 2.669 0.487 -0.307
O -2.040 2.062 -1.384 -0.267
N -1.289 1.509 0.981 -0.109
N -0.840 2.777 1.346 0.025
C 0.080 3.438 0.571 -0.437
O 0.230 4.635 0.668 0.105
C 0.893 2.577 -0.333 -0.132
C 1.374 1.338 0.070 -0.029
C 2.063 0.559 -0.836 -0.273
C 2.308 0.987 -2.126 -0.048
C 1.862 2.241 -2.514 -0.038
C 1.159 3.032 -1.621 0.008
H 0.788 4.002 -1.915 0.129
H 2.049 2.594 -3.516 0.111
H 2.822 0.328 -2.808 0.117
S 2.628 -1.056 -0.309 0.660
O 2.762 -1.907 -1.454 -0.275
O 1.803 -1.500 0.779 -0.291
N 4.159 -0.818 0.305 -0.233
C 5.165 -0.434 -0.660 -0.175
H 5.061 -1.093 -1.521 0.123
C 6.538 -0.593 -0.003 -0.182
H 7.327 -0.228 -0.662 0.130
O 6.625 0.172 1.176 -0.125
C 5.640 -0.212 2.107 -0.182
H 5.776 0.430 2.978 0.130
C 4.235 -0.040 1.521 -0.174
H 3.476 -0.422 2.203 0.123
H 4.052 1.027 1.320 0.133
H 5.784 -1.263 2.393 0.132
H 6.706 -1.655 0.225 0.132
H 5.030 0.614 -0.973 0.132
H 1.197 0.960 1.063 0.120
H -1.545 3.394 1.754 0.150
H -1.581 0.987 1.801 0.130
C -5.649 0.808 0.457 -0.035
H -5.242 1.804 0.356 0.048
H -6.457 0.684 -0.263 0.094
H -6.078 0.706 1.453 0.092
C -6.415 -1.938 0.728 -0.044
H -6.678 -1.511 1.694 0.084
H -7.117 -1.546 -0.008 0.085
H -6.538 -3.016 0.781 0.077
H -4.392 -3.625 0.259 0.119
H -2.251 -4.395 -0.193 0.079
H -1.582 -3.519 -1.571 0.090
H -0.890 -3.281 0.025 0.086
```

The total energy comes out at -2228.467663 a.u. The orbital gap comes out at 0.3451 Ha. The largest force on an atom comes out at 1.0 eV Å⁻¹. The SMILES is Cc1cc(C)c(C)c(S(=O)(=O)NNC(=O)c2cccc(S(=O)(=O)N3CCOCC3)c2)c1C. The value obtained for the HOMO energy is -8.99 eV.

---

(4)
Here is C21H27N3OS in the gas phase at a distorted geometry from the Open Molecules 2025 dataset. Energies are from ωB97M-V with the def2-TZVPD basis set.

```
53
Properties=species:S:1:pos:R:3:lowdin_charge:R:1
C 2.630 0.032 2.569 -0.031
C 2.431 -1.033 1.535 -0.220
C 1.480 -2.026 1.733 -0.052
C 1.295 -3.031 0.802 -0.091
C 2.064 -3.059 -0.348 -0.056
C 3.016 -2.080 -0.583 -0.219
C 3.185 -1.063 0.361 -0.194
N 4.198 -0.101 0.129 0.058
C 4.086 1.234 0.013 -0.900
S 5.426 2.207 -0.001 0.579
N 2.865 1.813 -0.124 -0.026
N 1.732 1.133 -0.320 0.060
C 0.642 1.767 -0.511 -0.085
C -0.603 1.074 -0.720 -0.215
C -1.789 1.787 -0.889 -0.031
C -2.995 1.141 -1.078 -0.021
C -3.047 -0.251 -1.102 -0.264
C -1.855 -0.970 -0.943 0.016
C -0.659 -0.325 -0.756 -0.005
H 0.255 -0.881 -0.631 0.092
H -1.907 -2.047 -0.972 0.120
O -4.149 -1.014 -1.299 -0.034
C -5.457 -0.472 -1.317 -0.179
C -6.126 -0.553 0.059 -0.146
H -7.204 -0.441 -0.075 0.122
H -5.938 -1.557 0.446 0.119
C -5.633 0.480 1.079 -0.436
C -6.009 0.035 2.491 -0.080
H -5.541 -0.917 2.732 0.077
H -5.681 0.771 3.221 0.076
H -7.087 -0.079 2.578 0.081
C -6.226 1.860 0.801 -0.074
H -6.014 2.193 -0.212 0.062
H -7.307 1.836 0.929 0.082
H -5.816 2.594 1.490 0.079
H -4.541 0.541 1.021 0.123
H -6.007 -1.110 -2.017 0.128
H -5.468 0.548 -1.711 0.109
H -3.884 1.739 -1.202 0.097
H -1.770 2.868 -0.871 0.112
H 0.615 2.865 -0.518 0.129
H 2.875 2.835 -0.176 0.128
H 5.145 -0.446 0.045 0.132
C 3.855 -2.093 -1.825 -0.034
H 3.841 -1.115 -2.304 0.085
H 4.891 -2.334 -1.586 0.085
H 3.486 -2.834 -2.528 0.078
H 1.922 -3.846 -1.074 0.109
H 0.552 -3.795 0.974 0.103
H 0.886 -2.011 2.634 0.112
H 2.377 -0.348 3.556 0.081
H 3.659 0.386 2.581 0.081
H 1.981 0.882 2.361 0.078
```

The total energy comes out at -1454.101868 a.u. The orbital gap comes out at 0.2977 Ha. The largest force on an atom comes out at 1.0 eV Å⁻¹. The SMILES is Cc1cccc(C)c1NC(=S)N/N=C/c1ccc(OCCC(C)C)cc1. The value obtained for the HOMO energy is -7.75 eV.